Arrangement A

22
Properties=species:S:1:pos:R:3:nbo_charge:R:1 method="wB97M-V/def2-TZVPD" charge=-1 orbital_gap_ha=0.255 lumo_ev=2.69
Br -0.34240 -0.40200 0.07866 -1.000
H -0.90807 4.68714 -0.12817 0.480
H -5.12588 2.24406 -3.10688 0.463
H 4.60987 2.71912 -3.70058 0.464
O -3.10214 -4.36073 -2.66957 -0.945
O 1.81595 -2.60591 4.99223 -0.944
O 4.21308 2.84869 2.02172 -0.944
H -2.65495 -5.14933 -2.36236 0.461
O -1.42270 -5.61461 2.32986 -0.941
H -0.71444 5.74630 0.93606 0.463
O -4.27586 2.43278 -3.50446 -0.943
H 1.49796 -2.23783 4.16783 0.481
H -1.52231 -6.27452 1.64369 0.460
H -3.64476 1.97194 -2.95168 0.480
O -0.80680 5.63158 -0.00974 -0.943
O 4.21138 1.92660 -4.06022 -0.942
H 3.91885 3.05123 2.90978 0.463
H 1.16547 -2.33807 5.64137 0.463
H -1.16548 -4.81968 1.86280 0.481
H 3.46322 1.75359 -3.48874 0.478
H -2.66700 -3.64326 -2.20899 0.484
H 3.45700 2.43289 1.60737 0.481

Arrangement B

22
Properties=species:S:1:pos:R:3:nbo_charge:R:1 method="wB97M-V/def2-TZVPD" charge=-1 orbital_gap_ha=0.341 lumo_ev=3.09
H -1.63783 2.54163 2.56712 0.462
O -2.66532 -0.46253 2.08766 -0.960
H -1.15610 2.39604 -2.39321 0.453
H -0.97568 -1.36189 -3.06569 0.463
O 2.72284 2.21796 0.84793 -0.960
H 1.97044 1.62211 0.67037 0.491
O -0.96308 -3.44379 -0.36838 -0.955
H -1.72888 -0.29333 1.89337 0.492
H 3.26576 -2.18419 -0.97614 0.457
Br 0.15572 0.02463 -0.01739 -0.939
H -2.66807 -1.35626 2.44516 0.460
H 2.47545 -1.10272 -0.24841 0.495
H -0.52150 2.23087 -1.02398 0.497
O 3.32520 -1.57835 -0.23078 -0.963
H 0.41146 -1.19756 -2.49448 0.489
H -0.85329 -2.47771 -0.38379 0.495
O -0.80367 2.91548 -1.66442 -0.963
O -0.78605 2.73703 2.16162 -0.950
H -0.41400 1.86365 1.96784 0.482
O -0.07693 -1.68912 -3.17152 -0.956
H -1.91568 -3.57334 -0.40440 0.454
H 2.83922 2.17141 1.80152 0.455

Which structure loses on stability? arrangement A does.

Arrangement A

41
Properties=species:S:1:pos:R:3:nbo_charge:R:1 method="wB97M-V/def2-TZVPD" smiles="Cc1ccc([N+](=O)[O-])cc1S(=O)(=O)NCCc1cn2ccccc2n1" orbital_gap_ha=0.280 lumo_ev=-0.54
C -2.85465 -3.31258 0.24634 -0.197
H -0.73913 -3.58613 0.48390 0.233
S -0.02370 1.19950 -0.02868 2.314
C 0.70582 -0.03181 -2.33791 -0.102
O -0.36904 2.58515 0.11708 -0.947
C -1.47012 -1.90348 1.57950 0.346
C 2.92843 1.56100 -2.80516 -0.212
N 1.16732 -1.29788 -4.38448 0.530
H 0.96394 -0.08573 3.95724 0.225
H -2.99135 -4.15365 -0.41490 0.222
H 1.62703 3.41599 -0.41820 0.260
C -1.61468 -3.01065 0.73438 -0.213
H -4.63103 -0.79799 1.70283 0.215
C -2.16461 -0.13855 2.70492 -0.122
O 0.22516 -2.00852 -4.11413 -0.372
C 0.86529 1.47005 2.46337 -0.222
C 2.15543 1.78641 -1.66516 0.074
H -0.16539 -0.63943 -2.14570 0.271
H -2.82209 0.61100 3.09438 0.220
C 2.60944 0.55955 -3.69971 -0.154
O 1.85790 -1.41039 -5.37481 -0.379
H -0.25785 1.16312 4.29247 0.227
C 1.49799 -0.24161 -3.46011 -0.016
N 1.06169 0.80691 1.18313 -0.883
C -3.81667 -1.44617 1.41547 0.032
H 2.88127 2.38218 0.22814 0.242
O -1.10509 0.26472 -0.15673 -0.944
C 0.20128 0.55628 3.51263 -0.451
H 1.84069 1.80958 2.82827 0.197
C 1.04010 0.97635 -1.46109 -0.354
H 3.79254 2.18184 -2.98743 0.222
C 2.51378 2.84630 -0.68612 -0.664
N -2.59290 -1.14851 1.90325 -0.300
H 0.24364 2.34569 2.26586 0.229
H 3.27834 3.50763 -1.08477 0.218
H -4.94265 -2.75831 0.19960 0.226
C -3.96796 -2.52014 0.59324 -0.264
H 1.06446 -0.20494 1.30031 0.434
H 3.20556 0.38095 -4.58201 0.251
N -0.39028 -1.40207 2.15587 -0.531
C -0.80791 -0.31167 2.84491 0.137

Arrangement B

41
Properties=species:S:1:pos:R:3:nbo_charge:R:1 method="wB97M-V/def2-TZVPD" smiles="Cc1ccc(Sc2cc(NCCCO)c([N+](=O)[O-])c3nonc23)cc1" orbital_gap_ha=0.281 lumo_ev=-1.00
N 3.02000 -1.98821 1.21443 -0.062
H -4.03960 2.00173 -0.36241 0.199
C 1.86504 -1.37344 1.12756 0.077
H -3.89607 1.58515 -2.75878 0.463
H 2.05491 3.46946 -0.66702 0.229
C 1.62297 1.59682 -1.60505 -0.198
C 1.47088 -0.19576 0.43876 -0.121
C -0.45262 -1.72810 1.97107 -0.077
O -2.53170 -2.18009 2.77423 -0.473
H -0.14696 1.09305 0.06201 0.235
H 1.04704 -0.12491 -2.73821 0.230
H -1.80997 1.96569 0.90059 0.200
O 2.80883 -3.06388 1.96472 -0.099
N -2.05310 -0.03696 1.45394 -0.553
H -1.68685 3.22889 -4.62437 0.223
S 2.67248 0.63767 -0.51028 0.361
H -1.19268 4.74483 -3.84562 0.217
C 0.71594 3.68639 -2.32992 -0.208
H -1.93838 0.05815 -1.44847 0.183
H -1.86497 1.83340 -1.57362 0.155
C 0.94908 0.94398 -2.62676 -0.222
H -0.38287 1.15915 -4.27660 0.215
N 1.54080 -3.17767 2.37083 -0.066
C 0.17100 0.20046 0.57442 -0.307
C -0.80789 -0.51080 1.33514 0.283
C 1.51730 2.96971 -1.45810 -0.213
H -0.25812 4.08909 -5.18713 0.229
C -0.83592 3.82423 -4.30144 -0.634
N -1.34309 -2.52724 2.69861 0.518
O -0.92767 -3.53501 3.23008 -0.356
C -2.54191 0.96671 -1.50621 -0.061
H 0.62948 4.75684 -2.21250 0.215
C 0.02204 3.04842 -3.35193 -0.020
O -3.28595 0.84179 -2.69076 -0.712
C -3.42193 1.10534 -0.26268 -0.431
C 0.89967 -2.14200 1.87479 0.071
H -3.26019 1.56796 1.82873 0.216
C -2.60048 1.22228 1.02717 -0.216
H -2.68034 -0.67024 1.96251 0.445
H -4.08583 0.24206 -0.19258 0.217
C 0.15190 1.66959 -3.49020 -0.151

Arrangement C

41
Properties=species:S:1:pos:R:3:nbo_charge:R:1 method="wB97M-V/def2-TZVPD" orbital_gap_ha=0.259 lumo_ev=-1.58
O -1.18753 -1.28188 -2.69939 -0.561
H 3.52018 1.98970 -0.83448 0.224
O 1.12124 0.63340 -7.02727 -0.601
C -3.64022 -1.23979 3.16106 -0.625
H -1.73476 -2.38841 4.85109 0.212
H -1.17665 1.54728 5.15864 0.196
H -2.52724 0.28029 1.44045 0.247
C -0.23100 -0.57188 -2.04512 0.490
C -0.62138 0.32575 2.08076 -0.058
S 1.46400 1.91683 3.51629 0.295
N 1.86296 0.74715 -2.18905 -0.216
C 0.58274 0.86385 1.22868 -0.190
H -3.94986 -1.85815 2.27378 0.221
H -4.13687 -0.42057 3.00157 0.196
H -1.79512 -2.93414 3.13343 0.220
C 1.51299 1.39171 1.76233 0.101
N 1.78480 0.99476 -0.75685 -0.232
N -0.42600 -0.12269 -0.80160 -0.480
C -2.23113 -0.63506 3.35055 0.314
N 2.58175 2.01093 1.03068 -0.438
C 2.74802 1.54880 -0.24100 0.264
H -1.51429 -1.14879 1.33854 0.262
O -2.35060 0.29104 4.31077 -0.502
H -0.31500 -0.26626 5.35373 0.180
H -0.38487 -1.82683 3.69659 0.208
H 3.04316 -0.26222 -4.55090 0.221
H -0.03038 0.43409 -4.74515 0.248
H 0.87517 -1.17990 -4.55548 0.242
C -1.12747 0.50794 4.62902 -0.090
C -1.41408 -2.15379 3.75163 -0.641
C 0.49514 0.41973 -0.15259 0.502
H 2.66035 1.50372 -4.39926 0.281
C 2.24160 0.49689 -4.92578 -0.539
C -1.75640 -0.24455 2.01413 -0.527
C 2.22978 0.38407 -6.48354 0.771
C -0.24003 0.93144 3.28600 -0.067
C 0.98712 -0.18108 -4.29889 -0.408
H 3.06114 0.71487 -7.98563 0.509
O 3.46637 0.31889 -6.98752 -0.635
C 0.71257 0.10001 -2.74291 0.193
H -4.16020 -1.63713 4.05266 0.216

Which structure loses on stability? arrangement C does.

Arrangement A

11
Properties=species:S:1:pos:R:3:nbo_charge:R:1 method="wB97M-V/def2-TZVPD" orbital_gap_ha="0.237 / 0.237" lumo_ev="-1.42 / -1.43"
N -0.12430 0.52198 -1.46603 -0.452
C 0.83945 0.89205 0.91562 -0.579
H 0.05551 -1.44125 2.78190 0.108
N -0.94246 0.25764 -0.37170 -0.518
H 0.22191 -0.44348 -3.65650 0.149
C -0.36137 0.35970 0.85605 0.286
H -1.73765 -0.34157 -0.35669 0.420
S -1.18622 -1.23736 2.58660 -0.187
S 0.59026 -0.94911 -2.32096 0.040
H 1.48637 0.87687 1.68774 0.250
S 1.15850 1.50453 -0.65603 0.483

Arrangement B

11
Properties=species:S:1:pos:R:3:nbo_charge:R:1 method="wB97M-V/def2-TZVPD" orbital_gap_ha="0.273 / 0.273" lumo_ev="0.07 / 0.07"
H -3.21748 -0.83152 0.18302 0.140
S 2.04978 1.77842 -0.33098 0.039
H 2.86975 2.06082 0.79683 0.139
N 1.19000 0.34360 0.57202 -0.443
S 1.46235 -1.16011 -0.11496 0.428
H -0.17845 1.31349 1.34665 0.348
S -2.70192 0.07377 -0.64515 0.110
H -0.09430 -2.04223 -1.64977 0.249
N 0.02824 0.35254 1.14338 -0.422
C -0.26029 -1.36932 -0.82404 -0.398
C -1.14765 -0.51945 -0.47701 -0.190

Which structure loses on stability? arrangement A does.

Arrangement A

11
Properties=species:S:1:pos:R:3:nbo_charge:R:1 method="wB97M-V/def2-TZVPD" smiles="[S-][N+]1=NCS[C@@H]1S" orbital_gap_ha=0.308 lumo_ev=-0.34
H -1.07096 -1.92773 -1.18042 0.242
H 2.01938 2.67522 0.88098 0.149
S -1.01934 0.15400 0.25749 0.157
H 1.11970 0.28509 1.71646 0.271
N 1.51673 -0.67587 -0.04594 -0.205
C 0.81686 0.56698 0.55383 -0.407
H -0.91494 -2.14342 0.65143 0.221
S 1.21472 2.13972 -0.07805 0.095
C -0.57611 -1.60962 -0.18730 -0.367
S 3.09495 -0.64304 -0.22718 0.016
N 0.85186 -1.71124 -0.20657 -0.172

Arrangement B

11
Properties=species:S:1:pos:R:3:nbo_charge:R:1 method="wB97M-V/def2-TZVPD" orbital_gap_ha="0.270 / 0.271" lumo_ev="-0.78 / -0.78"
N 0.52988 0.04436 -0.31136 -0.450
H -2.10662 -2.08273 0.26214 0.460
S -2.57270 0.04749 0.53914 -0.137
S 0.72288 -2.60386 -0.51877 0.012
H 1.89920 -1.98956 -0.13218 0.195
C -0.29214 -1.16082 -0.24459 0.233
C 0.25115 0.81401 -1.30083 0.007
S 1.77193 0.18169 0.85038 -0.159
N -1.54987 -1.13722 0.10192 -0.610
H 0.78392 1.79887 -1.48353 0.226
H -0.46815 0.52926 -2.21656 0.222

Which structure loses on stability? arrangement B does.

Arrangement A

12
Properties=species:S:1:pos:R:3:nbo_charge:R:1 method="wB97M-V/def2-TZVPD" charge=+1 orbital_gap_ha=0.374 lumo_ev=-6.18
H 1.41550 0.26168 -1.03668 0.237
H 1.16383 1.60225 0.23255 0.256
C 0.08604 -0.21412 0.61647 0.348
O -0.02040 -1.49119 -0.01690 -0.697
H 2.17414 0.20424 0.59050 0.248
H 0.87450 -1.71160 -0.27953 0.512
C 1.34042 0.47277 0.08464 -0.660
O -1.14113 0.58516 0.28765 -0.328
H -2.41442 -1.15800 -0.17248 0.264
H 0.19552 -0.11229 1.73162 0.220
C -2.16223 -0.00621 -0.08249 0.371
H -3.04598 0.73997 -0.27759 0.230

Arrangement B

12
Properties=species:S:1:pos:R:3:nbo_charge:R:1 method="wB97M-V/def2-TZVPD" charge=+1 orbital_gap_ha=0.430 lumo_ev=-5.48
H -0.98763 1.78270 -1.26237 0.324
H 0.98444 -1.73144 -0.58015 0.330
H -0.43178 -1.64169 0.59700 0.314
H 2.53719 0.00895 1.49410 0.510
C -0.11851 -1.22540 -0.39915 -0.774
O 0.94215 0.64408 0.58756 -0.139
O 2.05875 -0.21297 0.71644 -0.375
H -1.99432 0.69909 -0.19161 0.270
H -0.94474 1.89126 0.48349 0.271
H -0.89648 -1.58934 -1.12938 0.299
C -0.08519 0.17290 -0.02348 0.688
C -1.06389 1.20184 -0.29245 -0.717

Which structure loses on stability? arrangement B does.